--- w ---
Below is an isolated molecule of H2N2O3, with properties calculated with wB97M-V/def2-TZVPD.

- 2S+1: 1
- SMILES string: On1on1O
- Kohn-Sham gap: 12.31 eV

CARTESIAN COORDINATES (ANGSTROEM)
1 N -0.708 0.306 0.411
2 N 0.538 0.392 -0.202
3 O 0.038 1.588 0.393
4 O -0.461 -0.438 1.502
5 O 0.646 0.448 -1.633
6 H 0.417 -0.475 1.739
7 H -0.177 0.765 -2.161

Atomic partial charges in e from the Mulliken method, atoms 1 to 5:
1. N 0.162
2. N 0.105
3. O -0.232
4. O -0.334
5. O -0.396

***

--- x ---
Below is a cluster of 2 separate species, H2N2O3 in total, with properties calculated with wB97M-V/def2-TZVPD.

- 2S+1: 1
- SMILES string: N#[N+][O-].OO
- Kohn-Sham gap: 11.28 eV

CARTESIAN COORDINATES (ANGSTROEM)
1 N -2.048 -0.579 0.197
2 N -1.297 -0.370 0.975
3 O 0.286 0.569 -0.926
4 O -0.558 -0.164 1.818
5 O 1.596 0.043 -0.698
6 H 2.104 0.809 -0.466
7 H -0.082 -0.308 -0.900

Atomic partial charges in e from the Mulliken method, atoms 1 to 5:
1. N -0.332
2. N 0.840
3. O -0.341
4. O -0.509
5. O -0.327

***

--- y ---
Below is an isolated molecule of H2N2O3, with properties calculated with wB97M-V/def2-TZVPD.

- 2S+1: 1
- SMILES string: O=NN(O)O
- Kohn-Sham gap: 9.89 eV

CARTESIAN COORDINATES (ANGSTROEM)
1 H -0.157 1.744 -0.608
2 H -1.299 -0.803 0.930
3 N -0.128 -0.143 -0.413
4 N 1.009 -0.901 -0.062
5 O -0.111 1.112 0.133
6 O -1.311 -0.804 -0.021
7 O 1.997 -0.205 0.041

Atomic partial charges in e from the Mulliken method, atoms 1 to 5:
1. H 0.374
2. H 0.336
3. N 0.275
4. N 0.118
5. O -0.409

***

Which structure wins on stability? x wins.

***

--- w ---
Below is a cluster of 3 separate species, C6H15NO3 in total, with properties calculated with wB97M-V/def2-TZVPD.

- 2S+1: 1
- SMILES string: N/C=C/CCCC=O.O.O
- Kohn-Sham gap: 8.56 eV

CARTESIAN COORDINATES (ANGSTROEM)
1 O 1.037 -2.895 -2.976
2 C 0.883 -2.545 -1.834
3 C 0.010 -1.370 -1.495
4 C -0.091 -1.076 0.016
5 C 0.640 0.247 0.396
6 N -1.479 3.164 -0.972
7 C -0.572 2.097 -0.965
8 C -0.308 1.394 0.126
9 H 1.396 -3.073 -1.011
10 H -0.985 -1.472 -1.901
11 H 0.397 -0.510 -1.973
12 H 0.381 -1.881 0.591
13 H -1.110 -0.999 0.389
14 H 1.596 0.358 -0.115
15 H 0.883 0.210 1.455
16 H -1.476 3.633 -1.830
17 H -1.424 3.861 -0.266
18 H -0.164 1.839 -1.935
19 H -0.864 1.629 1.018
20 H 3.165 -2.051 2.837
21 H 3.854 -1.999 1.412
22 O 3.031 -1.953 1.896
23 H -2.179 0.945 2.385
24 H -3.678 0.919 2.418
25 O -2.943 1.528 2.335

Atomic partial charges in e from the Mulliken method, atoms 1 to 5:
1. O -0.485
2. C -0.086
3. C -0.395
4. C -0.393
5. C -0.758

***

--- x ---
Below is a cluster of 2 separate species, C6H15NO3 in total, with properties calculated with wB97M-V/def2-TZVPD.

- 2S+1: 1
- Kohn-Sham gap: 9.84 eV

CARTESIAN COORDINATES (ANGSTROEM)
1 C -0.428 1.100 -0.721
2 C 0.194 -0.609 1.085
3 C 0.658 1.819 -1.514
4 C 0.119 -2.147 -0.331
5 C 1.328 -1.164 1.917
6 C -1.185 -0.712 1.711
7 N 0.045 2.433 -2.687
8 O 0.522 0.529 0.527
9 O -1.007 0.054 -1.245
10 O -1.288 2.025 -0.170
11 H -0.392 -0.917 -0.928
12 H -2.123 1.569 0.000
13 H 0.753 2.817 -3.301
14 H -0.564 3.192 -2.404
15 H 1.165 2.511 -0.830
16 H 1.379 1.070 -1.839
17 H 2.255 -1.152 1.347
18 H -1.260 0.056 2.486
19 H -0.535 -2.496 -1.141
20 H -0.066 -2.883 0.448
21 H 1.166 -2.192 -0.622
22 H 1.119 -2.171 2.271
23 H 1.454 -0.511 2.785
24 H -1.337 -1.687 2.169
25 H -1.976 -0.535 0.988

Atomic partial charges in e from the Mulliken method, atoms 1 to 5:
1. C 0.735
2. C 0.959
3. C -0.628
4. C -1.271
5. C -1.611

***

Which structure wins on stability? w wins.

***

--- w ---
Below is a cluster of 9 separate species, C36H90O18 in total, with properties calculated with wB97M-V/def2-TZVPD.

- 2S+1: 1
- SMILES string: COCCOC.COCCOC.COCCOC.COCCOC.COCCOC.COCCOC.COCCOC.COCCOC.COCCOC
- Kohn-Sham gap: 9.63 eV

CARTESIAN COORDINATES (ANGSTROEM)
1 C -7.498 10.282 5.630
2 O -7.059 9.215 6.423
3 C -6.289 9.542 7.598
4 C -5.573 8.341 8.171
5 O -6.531 7.408 8.868
6 C -7.078 7.853 10.064
7 H -8.318 10.016 4.964
8 H -6.672 10.377 4.925
9 H -7.728 11.145 6.255
10 H -6.947 10.016 8.327
11 H -5.456 10.233 7.470
12 H -4.687 8.593 8.754
13 H -5.165 7.828 7.300
14 H -7.349 6.998 10.683
15 H -7.913 8.536 9.908
16 H -6.371 8.388 10.699
17 C -13.906 -5.346 2.425
18 O -13.719 -4.395 3.538
19 C -14.278 -3.061 3.475
20 C -13.195 -2.169 3.870
21 O -12.673 -2.616 5.171
22 C -11.777 -1.694 5.845
23 H -13.525 -5.000 1.464
24 H -14.987 -5.435 2.319
25 H -13.467 -6.298 2.722
26 H -15.197 -3.078 4.061
27 H -14.538 -2.609 2.517
28 H -13.576 -1.148 3.834
29 H -12.341 -2.313 3.209
30 H -10.923 -1.454 5.213
31 H -11.475 -2.106 6.807
32 H -12.278 -0.756 6.081
33 C -18.540 0.500 8.864
34 O -19.462 1.574 8.379
35 C -20.038 2.409 9.426
36 C -21.034 3.375 8.921
37 O -21.923 3.761 9.875
38 C -22.877 4.719 9.478
39 H -17.688 0.980 9.345
40 H -18.202 -0.089 8.011
41 H -19.069 -0.149 9.562
42 H -19.142 2.893 9.814
43 H -20.330 1.767 10.257
44 H -21.588 2.948 8.085
45 H -20.596 4.316 8.590
46 H -22.380 5.668 9.275
47 H -23.662 4.851 10.223
48 H -23.273 4.417 8.508
49 C -16.246 11.539 12.180
50 O -17.048 10.427 12.377
51 C -16.424 9.144 12.617
52 C -17.364 7.977 12.795
53 O -18.129 8.278 13.961
54 C -18.650 7.062 14.419
55 H -15.861 11.621 11.164
56 H -15.484 11.492 12.959
57 H -16.866 12.434 12.236
58 H -15.892 9.349 13.546
59 H -15.564 8.972 11.970
60 H -16.605 7.199 12.874
61 H -17.942 7.895 11.874
62 H -19.391 6.754 13.681
63 H -19.177 7.182 15.365
64 H -17.917 6.260 14.514
65 C -7.310 3.370 4.039
66 O -6.409 2.816 3.103
67 C -5.544 1.870 3.678
68 C -4.605 1.329 2.613
69 O -5.175 0.807 1.417
70 C -6.243 -0.101 1.577
71 H -7.825 4.191 3.540
72 H -6.938 3.726 5.000
73 H -8.118 2.667 4.240
74 H -6.224 1.149 4.132
75 H -5.006 2.422 4.448
76 H -4.105 0.469 3.059
77 H -3.786 2.011 2.383
78 H -6.970 0.305 2.281
79 H -5.751 -1.000 1.949
80 H -6.813 -0.247 0.660
81 C -11.595 0.044 -1.772
82 O -12.870 0.035 -1.164
83 C -13.672 1.171 -1.548
84 C -13.220 2.483 -0.880
85 O -13.233 2.408 0.547
86 C -12.805 3.572 1.228
87 H -11.206 -0.964 -1.628
88 H -10.990 0.855 -1.365
89 H -11.625 0.266 -2.838
90 H -14.646 0.948 -1.110
91 H -13.857 1.250 -2.619
92 H -13.875 3.282 -1.226
93 H -12.235 2.838 -1.180
94 H -13.687 4.167 1.467
95 H -12.103 4.079 0.566
96 H -12.401 3.297 2.202
97 C -8.534 4.049 19.017
98 O -8.635 3.587 20.387
99 C -7.403 3.054 20.792
100 C -7.355 3.071 22.428
101 O -7.573 4.270 23.124
102 C -7.663 4.232 24.553
103 H -8.002 3.443 18.284
104 H -8.279 5.108 19.043
105 H -9.610 4.024 18.845
106 H -6.549 3.568 20.349
107 H -7.284 2.009 20.507
108 H -6.403 2.666 22.770
109 H -8.209 2.469 22.737
110 H -6.828 3.745 25.057
111 H -8.600 3.785 24.885
112 H -7.710 5.232 24.983
113 C -11.991 5.351 12.190
114 O -12.722 5.681 11.028
115 C -13.311 4.593 10.251
116 C -14.159 5.222 9.100
117 O -13.318 5.683 8.036
118 C -12.613 6.885 8.216
119 H -11.204 4.606 12.073
120 H -12.718 4.891 12.860
121 H -11.635 6.202 12.770
122 H -13.934 4.003 10.923
123 H -12.492 4.045 9.784
124 H -14.938 5.958 9.299
125 H -14.664 4.339 8.707
126 H -11.892 6.940 9.032
127 H -13.228 7.754 8.450
128 H -11.954 7.032 7.360
129 C -19.977 -4.529 18.134
130 O -19.751 -3.363 17.318
131 C -20.062 -3.500 15.947
132 C -19.050 -2.602 15.320
133 O -18.852 -1.309 15.934
134 C -18.321 -0.317 15.060
135 H -19.432 -5.371 17.708
136 H -21.052 -4.703 18.092
137 H -19.811 -4.404 19.204
138 H -21.116 -3.350 15.713
139 H -19.916 -4.529 15.616
140 H -19.440 -2.397 14.323
141 H -18.108 -3.148 15.268
142 H -17.695 0.376 15.623
143 H -19.210 0.148 14.635
144 H -17.633 -0.772 14.348

Atomic partial charges in e from the Mulliken method, atoms 1 to 5:
1. C -0.711
2. O -0.270
3. C -0.341
4. C -0.614
5. O -0.334

***

--- x ---
Below is a cluster of 9 separate species, C36H90O18 in total, with properties calculated with wB97M-V/def2-TZVPD.

- 2S+1: 1
- SMILES string: COCCOC.COCCOC.COCCOC.COCCOC.COCCOC.COCCOC.COCCOC.COCCOC.COCCOC
- Kohn-Sham gap: 9.97 eV

CARTESIAN COORDINATES (ANGSTROEM)
1 C -6.423 -4.053 14.072
2 O -7.357 -4.266 13.052
3 C -6.754 -4.351 11.770
4 C -7.829 -4.670 10.768
5 O -8.062 -6.075 10.725
6 C -8.602 -6.645 11.875
7 H -6.934 -3.678 14.957
8 H -5.682 -3.302 13.763
9 H -5.875 -4.961 14.357
10 H -5.976 -5.126 11.763
11 H -6.247 -3.391 11.590
12 H -7.626 -4.381 9.741
13 H -8.746 -4.148 11.077
14 H -8.875 -7.677 11.660
15 H -9.544 -6.152 12.170
16 H -7.984 -6.605 12.775
17 C -6.334 -6.599 7.352
18 O -5.112 -5.971 7.039
19 C -4.107 -6.887 6.666
20 C -4.346 -7.559 5.335
21 O -3.151 -8.196 4.982
22 C -3.286 -9.172 3.968
23 H -6.656 -7.370 6.649
24 H -7.164 -5.889 7.374
25 H -6.307 -7.050 8.351
26 H -3.748 -7.529 7.478
27 H -3.237 -6.232 6.515
28 H -4.548 -6.738 4.629
29 H -5.230 -8.206 5.294
30 H -4.139 -8.878 3.349
31 H -3.391 -10.179 4.384
32 H -2.390 -9.192 3.345
33 C 1.973 -8.561 7.836
34 O 0.753 -8.803 7.193
35 C -0.085 -7.689 6.954
36 C -0.081 -7.314 5.500
37 O 1.169 -6.740 5.197
38 C 1.357 -6.535 3.825
39 H 1.860 -8.203 8.866
40 H 2.605 -7.856 7.282
41 H 2.541 -9.492 7.831
42 H 0.216 -6.802 7.529
43 H -1.069 -7.994 7.319
44 H -0.929 -6.703 5.159
45 H -0.234 -8.226 4.895
46 H 2.265 -5.951 3.694
47 H 0.491 -6.054 3.352
48 H 1.503 -7.478 3.275
49 C -6.570 -13.035 7.948
50 O -7.348 -11.854 8.066
51 C -7.137 -10.955 7.014
52 C -8.247 -9.954 6.870
53 O -8.411 -9.026 7.891
54 C -8.910 -9.496 9.118
55 H -5.664 -12.888 7.353
56 H -7.177 -13.779 7.423
57 H -6.285 -13.334 8.953
58 H -7.156 -11.519 6.057
59 H -6.149 -10.473 6.970
60 H -9.199 -10.488 6.676
61 H -8.157 -9.426 5.914
62 H -9.421 -8.675 9.617
63 H -8.122 -9.927 9.738
64 H -9.667 -10.268 8.923
65 C -7.575 -4.401 4.733
66 O -7.041 -5.476 3.962
67 C -7.748 -5.773 2.794
68 C -6.857 -6.491 1.796
69 O -6.403 -7.785 2.184
70 C -7.420 -8.648 2.642
71 H -6.804 -4.058 5.409
72 H -8.379 -4.893 5.297
73 H -8.020 -3.617 4.114
74 H -8.045 -4.830 2.307
75 H -8.673 -6.341 2.961
76 H -5.959 -5.886 1.677
77 H -7.426 -6.602 0.864
78 H -8.129 -8.931 1.853
79 H -7.937 -8.221 3.503
80 H -6.917 -9.568 2.942
81 C -4.134 1.974 9.955
82 O -3.202 0.955 9.684
83 C -3.588 -0.305 10.189
84 C -4.421 -1.058 9.181
85 O -4.601 -2.385 9.619
86 C -5.086 -3.222 8.591
87 H -4.284 2.093 11.036
88 H -5.120 1.727 9.541
89 H -3.771 2.904 9.530
90 H -4.082 -0.253 11.168
91 H -2.665 -0.853 10.399
92 H -3.997 -0.976 8.169
93 H -5.409 -0.592 9.016
94 H -5.968 -2.833 8.061
95 H -5.316 -4.176 9.058
96 H -4.329 -3.351 7.808
97 C -7.176 -0.341 5.280
98 O -5.962 -0.680 5.882
99 C -4.908 -0.944 4.965
100 C -4.707 -2.440 4.843
101 O -3.357 -2.722 4.575
102 C -3.151 -4.100 4.386
103 H -7.454 -1.101 4.533
104 H -7.145 0.628 4.767
105 H -7.987 -0.300 6.005
106 H -4.015 -0.479 5.388
107 H -5.096 -0.463 4.001
108 H -5.313 -2.851 4.019
109 H -5.050 -2.915 5.769
110 H -3.658 -4.445 3.468
111 H -3.625 -4.664 5.199
112 H -2.096 -4.330 4.282
113 C -4.519 -8.440 10.414
114 O -5.026 -9.605 9.794
115 C -4.147 -10.305 8.955
116 C -2.766 -10.545 9.546
117 O -1.973 -11.257 8.628
118 C -0.646 -11.497 9.123
119 H -3.723 -8.671 11.128
120 H -5.360 -7.962 10.908
121 H -4.090 -7.736 9.690
122 H -4.021 -9.773 7.995
123 H -4.597 -11.260 8.687
124 H -2.930 -11.184 10.431
125 H -2.246 -9.617 9.811
126 H -0.218 -12.149 8.364
127 H -0.683 -12.057 10.059
128 H -0.181 -10.510 9.119
129 C -4.321 -10.022 -5.023
130 O -4.404 -9.481 -3.732
131 C -5.310 -10.184 -2.924
132 C -5.254 -9.670 -1.516
133 O -4.272 -10.268 -0.707
134 C -4.360 -9.771 0.616
135 H -3.810 -10.991 -5.055
136 H -3.765 -9.336 -5.661
137 H -5.324 -10.122 -5.459
138 H -5.034 -11.255 -2.900
139 H -6.339 -10.193 -3.307
140 H -6.240 -9.731 -1.032
141 H -5.040 -8.589 -1.581
142 H -4.078 -8.719 0.692
143 H -3.709 -10.439 1.177
144 H -5.391 -9.883 0.967

Atomic partial charges in e from the Mulliken method, atoms 1 to 5:
1. C -0.737
2. O -0.388
3. C -0.145
4. C -0.524
5. O -0.142

***

Which structure wins on stability? x wins.